# C6H12O

2 unconnected molecules or ions with the total composition C6H12O (wB97M-V/def2-TZVPD, the Open Molecules 2025 dataset).

Positions of all 19 atoms, in Å:
C -0.74988 -1.36806 -0.91936
C -0.30371 -0.41761 -0.10968
C -1.09743 0.33744 0.92350
C -0.42797 1.70802 0.79513
O 0.95161 1.39842 0.67905
C 1.08190 0.21333 -0.11235
C 1.59443 0.54955 -1.50503
H -0.13257 -1.83357 -1.68682
H -1.77741 -1.72086 -0.85655
H -2.17299 0.33003 0.73070
H -0.90768 -0.06018 1.92743
H -0.80037 2.22458 -0.10326
H -0.54892 2.37958 1.64974
H 1.80968 -0.42935 0.40316
H 2.55913 1.05916 -1.43662
H 1.72354 -0.35644 -2.10702
H 0.88759 1.20514 -2.02315
H -0.91711 -2.64088 2.24037
H -0.77184 -2.57829 1.51076

Computed properties:
- Energy above the lowest of the compared OMol25 structures with the same formula, charge and spin: 45.2 kcal/mol
- HOMO-LUMO gap: 10.598 eV
- Highest occupied orbital energy: -9.50 eV
- E: -8462.3922 eV
- E_LUMO: 0.0403 hartree
- F_max: 0.29 eV/A

# C6H12O

A single C6H12O molecule (wB97M-V/def2-TZVPD, the Open Molecules 2025 dataset).

Positions of all 19 atoms, in Å:
C -0.89386 -2.34464 -0.39565
C -1.02575 -0.83938 -0.18649
C 0.01953 1.78034 -0.68855
C 1.33882 2.24658 -1.14394
C 0.04097 1.30173 0.72521
C 0.05682 -0.24379 0.71407
O -0.09817 -0.63366 2.06863
H -0.84283 -2.89966 0.54951
H 0.00548 -2.58377 -0.97644
H -1.75584 -2.73175 -0.94770
H -1.99523 -0.59011 0.26208
H -0.99419 -0.32679 -1.15319
H 1.81224 1.26740 -1.37319
H 1.31730 2.79965 -2.08708
H 1.99172 2.73282 -0.40166
H -0.90254 1.58265 1.21338
H 0.87951 1.64562 1.35511
H 1.04989 -0.56969 0.35282
H -0.00386 -1.59355 2.11308

Computed properties:
- Energy above the lowest of the compared OMol25 structures with the same formula, charge and spin: 91.1 kcal/mol
- HOMO-LUMO gap: 8.329 eV
- Highest occupied orbital energy: -8.14 eV
- E: -8460.4040 eV
- E_LUMO: 0.0070 hartree
- F_max: 0.40 eV/A

# C6H12O

2 unconnected molecules or ions with the total composition C6H12O (wB97M-V/def2-TZVPD, the Open Molecules 2025 dataset).

Positions of all 19 atoms, in Å:
C -1.57572 -1.01447 -0.73560
C -1.29677 0.08963 -0.05624
C 0.16779 0.43100 -0.02570
C 1.01469 -0.00186 0.90495
C 0.48184 -0.80963 2.07819
C 2.49197 0.19820 0.93049
H -0.76946 -1.54006 -1.22945
H -2.53785 -1.47893 -0.91380
H -1.93922 0.73644 0.51362
H 0.53296 0.98046 -0.89099
H 0.30143 -1.83094 1.73700
H -0.44057 -0.34772 2.43317
H 1.15343 -0.84484 2.93405
H 3.07432 -0.72344 0.90209
H 2.74985 0.74918 1.83760
H 2.80257 0.78515 0.06087
O -2.35961 1.69134 -3.29305
H -1.47634 2.04212 -3.33943
H -2.37532 0.88837 -3.84778

Computed properties:
- Energy above the lowest of the compared OMol25 structures with the same formula, charge and spin: 41.1 kcal/mol
- HOMO-LUMO gap: 9.886 eV
- Highest occupied orbital energy: -9.03 eV
- E: -8462.5719 eV
- E_LUMO: 0.0314 hartree
- F_max: 1.64 eV/A

> Which value of E_LUMO does entry 3 give?

0.0314 hartree